Model 1:
A 2-piece molecular cluster, C3H12N2O overall. Source: the OMol25 dataset; level of theory: ωB97M-V/def2-TZVPD.

Charge: 0
Lowest unoccupied orbital energy: 0.952 eV

Structure (XYZ):
```
18
C3H12N2O (ωB97M-V/def2-TZVPD)
C -0.02393 -1.47642 -1.84686
N -0.18004 -0.97914 -0.50764
C -0.76754 0.33328 -0.35979
C -0.65194 0.84629 1.08534
N -0.82938 2.31052 1.08443
H -0.95351 -1.46609 -2.44299
H 0.66437 -0.83807 -2.42187
H 0.35145 -2.49159 -1.87064
H -0.48942 -1.65861 0.17162
H -1.82350 0.35456 -0.63829
H -0.18743 1.01360 -0.98045
H 0.32207 0.55782 1.47157
H -1.44403 0.39961 1.68501
H 0.06027 2.78928 1.08857
H -1.34205 2.62736 1.89339
O 2.38956 -0.77063 1.25050
H 1.82251 -1.21342 0.60039
H 3.08252 -0.33834 0.73771
```



Model 2:
A 2-piece molecular cluster, C3H12N2O overall. Source: the OMol25 dataset; level of theory: ωB97M-V/def2-TZVPD.

Charge: 0
Lowest unoccupied orbital energy: 0.885 eV

Structure (XYZ):
```
18
C3H12N2O (ωB97M-V/def2-TZVPD)
C 2.25706 0.27203 0.37931
N 0.81452 0.53791 0.40095
C -0.06137 -0.52551 0.86411
C -1.19148 -0.93571 -0.15860
N -2.47232 -1.24549 0.52151
H 2.43086 -0.76143 0.09361
H 2.73851 0.50954 1.33255
H 2.71588 0.91679 -0.34438
H 0.63994 1.42789 0.85172
H 0.51684 -1.41981 1.07334
H -0.43692 -0.31351 1.86694
H -1.24100 -0.13550 -0.88733
H -0.73094 -1.84498 -0.55066
H -2.89940 -0.32356 0.61709
H -2.22766 -1.42061 1.48970
O -0.63622 1.93621 -2.50134
H -0.18388 1.59910 -3.28034
H -0.03241 1.72663 -1.76818
```



Model 3:
A 3-piece molecular cluster, C3H12N2O overall. Source: the OMol25 dataset; level of theory: ωB97M-V/def2-TZVPD.

Charge: 0
Lowest unoccupied orbital energy: 0.906 eV

Structure (XYZ):
```
18
C3H12N2O (ωB97M-V/def2-TZVPD)
C -4.27032 3.15154 -3.71194
C -4.42521 2.79194 -2.45749
H -3.97168 4.12096 -4.07833
H -4.43884 2.39281 -4.47530
H -4.21584 3.39548 -1.57690
H -4.73428 1.77212 -2.27313
N 2.27898 -0.98128 2.73086
C 1.15594 -1.84179 2.50971
O 1.26448 -3.02677 3.23662
H 2.20303 -0.19601 2.09913
H 3.18469 -1.41383 2.55534
H 0.27195 -1.25871 2.81547
H 0.95906 -2.16718 1.48927
H 1.52995 -2.79051 4.13949
N 3.17093 -0.97630 -0.58100
H 3.82755 -0.21312 -0.65949
H 3.65669 -1.83239 -0.39011
H 2.55294 -0.92696 -1.37219
```



Most favorable first, least favorable last: model 1, model 2, model 3



Model 1:
A 2-piece molecular cluster, C3H12N2O overall. Source: the OMol25 dataset; level of theory: ωB97M-V/def2-TZVPD.

Charge: 0
Lowest unoccupied orbital energy: 0.833 eV

Structure (XYZ):
```
18
C3H12N2O (ωB97M-V/def2-TZVPD)
C -0.57137 -2.44411 2.18910
N -0.90202 -2.07627 0.79684
C -0.01530 -1.02852 0.17243
C -0.89072 0.06714 -0.54861
N -1.86705 0.54464 0.57772
H -1.30381 -3.18597 2.30217
H 0.46875 -2.77884 2.28329
H -0.62607 -1.61418 2.92945
H -1.75670 -1.53938 0.93393
H 0.65873 -1.68488 -0.45130
H 0.67336 -0.50886 0.93218
H -1.54983 -0.41069 -1.32787
H -0.18766 0.52718 -1.21839
H -1.39801 0.59626 1.49718
H -2.36628 1.38648 0.39310
O 3.52512 3.94034 -2.95366
H 3.11944 4.36635 -2.16125
H 4.31501 4.47817 -2.98258
```



Model 2:
A 2-piece molecular cluster, C3H12N2O overall. Source: the OMol25 dataset; level of theory: ωB97M-V/def2-TZVPD.

Charge: 0
Lowest unoccupied orbital energy: 0.856 eV

Structure (XYZ):
```
18
C3H12N2O (ωB97M-V/def2-TZVPD)
N 2.73322 1.14868 1.44612
C 2.08381 0.70629 0.23659
C 0.73100 1.21386 -0.22730
C -0.39728 0.21816 0.02165
N -1.60459 0.50886 -0.70693
H 2.21067 0.97019 2.30515
H 3.61766 0.66278 1.45336
H 2.19761 -0.40662 0.28851
H 2.79153 0.83044 -0.62890
H 0.60966 2.15751 0.28710
H 1.05353 1.52689 -1.30950
H -0.57246 0.13202 1.11876
H 0.01576 -0.76111 -0.27391
H -1.39423 1.13544 -1.46431
H -1.86869 -0.38725 -1.25563
O -3.02292 -3.12286 -0.59292
H -2.93934 -2.17564 -0.77796
H -3.94387 -3.13436 -0.35926
```



Model 3:
A 2-piece molecular cluster, C3H12N2O overall. Source: the OMol25 dataset; level of theory: ωB97M-V/def2-TZVPD.

Charge: 0
Lowest unoccupied orbital energy: 0.953 eV

Structure (XYZ):
```
18
C3H12N2O (ωB97M-V/def2-TZVPD)
N 0.35206 1.57086 -0.71328
C -0.63189 0.50690 -1.22766
C 0.12682 -0.75969 -0.89129
C 0.45607 -1.20319 0.51324
N 1.38489 -2.43977 0.35588
H 0.17354 2.54244 -0.94842
H 1.29763 1.49420 -1.23023
H -1.56710 0.67735 -0.77588
H -0.81601 0.59776 -2.36216
H 1.06141 -0.63767 -1.36717
H -0.22328 -1.54778 -1.47305
H 0.91828 -0.21404 1.00693
H -0.51356 -1.57806 1.11777
H 1.03019 -3.26001 0.97960
H 2.34740 -2.42055 0.03975
O -1.65568 1.87640 1.74959
H -1.60344 2.39376 0.98698
H -0.72424 1.75972 2.16524
```



Most favorable first, least favorable last: model 2, model 1, model 3



Model 1:
One molecule with the formula C4H4S2. Source: the OMol25 dataset; level of theory: ωB97M-V/def2-TZVPD.

Charge: 0
Lowest unoccupied orbital energy: -0.782 eV

Structure (XYZ):
```
10
C4H4S2 (ωB97M-V/def2-TZVPD)
C 0.39468 1.52614 1.64012
C 0.11447 0.58858 0.58932
C 0.00089 -0.28283 -0.20272
C -0.31357 -1.34917 -1.09600
S -0.96068 -2.82537 -0.64439
S -0.13079 -0.89921 -2.75977
H 1.08758 1.05171 2.34567
H 0.85859 2.41892 1.20246
H -0.48975 1.86831 2.16574
H -0.56140 -2.09708 -3.24043
```



Model 2:
One molecule with the formula C4H4S2. Source: the OMol25 dataset; level of theory: ωB97M-V/def2-TZVPD.

Charge: 0
Lowest unoccupied orbital energy: 0.641 eV

Structure (XYZ):
```
10
C4H4S2 (ωB97M-V/def2-TZVPD)
C 2.97897 -0.28229 -0.37651
C 1.82121 -0.02793 -0.21694
C 0.26747 0.13827 -0.26072
S -0.55984 1.70606 0.06585
C -1.24495 0.12115 0.57112
S -2.60179 -0.65598 -0.27320
H 4.00322 -0.45898 -0.50649
H 0.00641 -0.20003 -1.26697
H -1.17206 -0.08421 1.63061
H -3.49865 -0.25607 0.63326
```



Model 3:
C4H4S2 as an isolated structure. Source: the OMol25 dataset; level of theory: ωB97M-V/def2-TZVPD.

Charge: 0
Lowest unoccupied orbital energy: -0.215 eV

Structure (XYZ):
```
10
C4H4S2 (ωB97M-V/def2-TZVPD)
C -1.84760 -0.63411 0.07247
C -1.89795 0.72833 0.00570
C -0.36632 -0.73447 -0.00504
C -0.20701 0.77003 0.05148
S -3.53548 -1.07263 0.10322
S -3.57745 1.07544 0.02901
H 0.01370 -1.19382 0.82676
H 0.10426 -1.11155 -1.01074
H 0.30112 1.46642 -0.70584
H 0.30187 1.19519 0.92689
```



Most favorable first, least favorable last: model 1, model 3, model 2



Model 1:
A 2-piece molecular cluster, C5H10NO2 overall. Source: the OMol25 dataset; level of theory: ωB97M-V/def2-TZVPD.

<S²>: 0.75
Charge: 0
Lowest unoccupied orbital energy (spin up / spin down): -3.965 / -3.968 eV
Multiplicity: 2

Structure (XYZ):
```
18
C5H10NO2 (ωB97M-V/def2-TZVPD)
C 3.17937 0.62434 -0.04244
N 2.93288 0.60551 -1.46381
C -1.45448 0.17893 -0.72093
C -1.85738 -0.96295 0.12458
C -0.81401 -1.53599 1.12875
O -1.10674 -2.75483 1.60479
C -2.05798 1.44289 -0.57615
O -3.00772 1.76045 0.14640
H 2.20067 0.22319 0.28994
H 4.08349 0.06752 0.24172
H 3.48866 1.58400 0.39726
H -0.55148 0.09187 -1.30266
H 2.16110 1.27197 -1.58476
H -2.31938 -1.79559 -0.42445
H -2.74802 -0.58861 0.65552
H -0.68786 -0.89973 2.04198
H 0.21093 -1.51964 0.73304
H -1.65206 2.20666 -1.24876
```



Model 2:
One molecule with the formula C5H10NO2. Source: the OMol25 dataset; level of theory: ωB97M-V/def2-TZVPD.

<S²>: 0.76
Charge: 0
Lowest unoccupied orbital energy (spin up / spin down): 0.878 / -2.526 eV
Multiplicity: 2

Structure (XYZ):
```
18
C5H10NO2 (ωB97M-V/def2-TZVPD)
C -1.59357 -0.34512 1.53027
C -0.56906 -1.32284 0.94215
N 0.57694 -0.63073 0.36633
C 1.60912 0.05255 -1.67245
C 0.38956 0.15156 -0.76677
C 0.16206 1.75272 -0.40681
O -1.04698 1.96840 -0.50009
O 1.16822 2.37594 -0.16193
H -2.35849 -0.71530 2.18237
H -2.15553 0.14937 0.73525
H -1.14917 0.51108 2.04702
H -0.23171 -2.02649 1.66994
H -1.10614 -1.83155 0.13373
H 1.03297 -0.06524 1.07650
H 1.48493 0.74013 -2.51685
H 2.53990 0.41885 -1.25849
H 1.71476 -0.94340 -2.08774
H -0.46779 -0.23994 -1.31243
```



Model 3:
A 2-piece molecular cluster, C5H10NO2 overall. Source: the OMol25 dataset; level of theory: ωB97M-V/def2-TZVPD.

<S²>: 0.75
Charge: 0
Lowest unoccupied orbital energy (spin up / spin down): 0.762 / -3.244 eV
Multiplicity: 2

Structure (XYZ):
```
18
C5H10NO2 (ωB97M-V/def2-TZVPD)
O -1.56114 -0.68934 -0.08783
C -0.76684 -1.72296 -0.14742
O 0.40375 -1.69178 0.12119
C -1.47914 -2.98564 -0.56692
H -1.60884 -3.63150 0.30386
H -2.48536 -2.82076 -0.95941
H -0.86266 -3.50151 -1.29758
C 1.91161 0.80591 0.98029
C 0.64695 1.64653 0.82918
C -0.31721 2.36771 -1.16550
N 0.68075 2.40130 -0.41030
H 1.75301 0.03346 1.72587
H 2.08665 0.28951 0.03979
H 2.77208 1.44127 1.17625
H 0.57241 2.37205 1.63696
H -0.24538 0.99238 0.82592
H -1.16781 1.70955 -0.94549
H -0.33283 2.98382 -2.05885
```



Most favorable first, least favorable last: model 2, model 3, model 1



Model 1:
One molecule with the formula C4H4N2O. Source: the OMol25 dataset; level of theory: ωB97M-V/def2-TZVPD.

Charge: 0
Lowest unoccupied orbital energy: 0.416 eV

Structure (XYZ):
```
11
C4H4N2O (ωB97M-V/def2-TZVPD)
O 2.25668 -1.39098 0.19842
C 1.21330 -0.82299 -0.03504
C 1.08897 0.64978 -0.04900
C -0.12400 1.20621 0.02824
N -1.26501 0.39042 0.05810
C -1.07799 -0.95179 -0.25013
N 0.03822 -1.56066 -0.34695
H 1.99634 1.24163 -0.07939
H -0.29822 2.27981 -0.01097
H -1.80967 0.43791 0.91087
H -2.01861 -1.47933 -0.42416
```



Model 2:
A 2-piece molecular cluster, C4H4N2O overall. Source: the OMol25 dataset; level of theory: ωB97M-V/def2-TZVPD.

Charge: 0
Lowest unoccupied orbital energy (spin up / spin down): -2.170 / -2.217 eV

Structure (XYZ):
```
11
C4H4N2O (ωB97M-V/def2-TZVPD)
C 3.17780 -0.46793 -0.36373
C 2.10831 -1.24734 -0.20548
C 0.86140 0.60230 -0.22618
C -0.53651 1.07309 -0.16257
N 3.07398 0.81085 -0.37413
N 1.83968 1.27770 -0.68047
O 1.04116 -0.67294 0.33330
H 1.64997 -3.55541 -0.15589
H -0.95687 0.80902 0.80405
H -1.12122 0.56245 -0.92871
H -0.57934 2.14484 -0.32607
```



Model 3:
One molecule with the formula C4H4N2O. Source: the OMol25 dataset; level of theory: ωB97M-V/def2-TZVPD.

Charge: 0
Lowest unoccupied orbital energy: 0.038 eV

Structure (XYZ):
```
11
C4H4N2O (ωB97M-V/def2-TZVPD)
O -2.17097 -1.05044 -0.67997
C -1.79506 0.02738 -0.28316
C -0.39698 0.28433 0.16524
C 0.39483 1.55438 -0.03926
N 1.70147 1.10532 -0.03394
C 1.71917 -0.21800 -0.04357
N 0.52344 -0.79560 0.07778
H -2.46122 0.90271 -0.20019
H -0.42342 0.75849 1.18841
H 2.62840 -0.80765 -0.13867
H 0.29100 -1.77443 -0.00924
```



Model 4:
One molecule with the formula C4H4N2O. Source: the OMol25 dataset; level of theory: ωB97M-V/def2-TZVPD.

Charge: 0
Lowest unoccupied orbital energy: -0.991 eV

Structure (XYZ):
```
11
C4H4N2O (ωB97M-V/def2-TZVPD)
O 2.19400 1.55011 -1.02438
C 1.47205 0.68530 -1.46461
C 0.62082 -0.10271 -0.60263
C -0.54197 -0.78173 -0.61842
N -1.46869 -1.01393 0.28642
C -1.17019 -0.33676 1.43676
N -0.12996 0.42109 1.49741
H 1.44212 0.43679 -2.56853
H -0.54613 -1.23751 -1.60945
H -1.88111 -0.49928 2.26707
H 0.00622 0.87900 2.40508
```



Most favorable first, least favorable last: model 1, model 3, model 4, model 2